1 | C2H10N4O | ωB97M-V/def2-TZVPD

Output
Frontier orbital gap in eV: 9.6
SMILES: [H]/N=C/N.C=N.NO

Structure (ORCA input):
```
! RIJCOSX wB97M-V def2-TZVPD def2/J DEFGRID3
* xyz 0 1
H -1.91341 -1.77561 -1.45438
N -2.05812 -1.58912 -0.46830
C -1.01338 -1.34315 0.19498
N -1.04158 -1.19229 1.54305
H 0.01042 -1.29929 -0.21781
H -0.39122 -0.52271 1.92608
H -1.98048 -1.09898 1.90533
C 1.99439 -0.33570 -0.97892
N 1.53525 0.71725 -1.48630
H 2.22376 -1.26134 -1.51334
H 2.22037 -0.32995 0.07947
H 1.34225 0.67451 -2.48613
N -0.70148 1.61804 0.32405
O 0.08451 1.60777 1.50407
H -0.09132 1.39498 -0.46419
H -1.07858 2.55262 0.19635
H 0.85862 2.18295 1.39598
*
```

***

2 | C2H10N4O | ωB97M-V/def2-TZVPD

Output
Frontier orbital gap (spin up / spin down) in eV: 8.2 / 8.2

Structure (ORCA input):
```
! RIJCOSX wB97M-V def2-TZVPD def2/J DEFGRID3
* xyz 0 1
C 0.44126 1.78640 0.00526
C -1.08925 -1.59972 0.86852
N 0.66260 0.45063 0.57756
N -0.60378 -0.59503 -0.05602
N 1.07946 -0.55762 -0.25377
N -1.37882 -0.15596 -1.11411
O 2.75597 0.65125 0.06208
H 3.21049 0.08870 0.70048
H 1.17518 -0.20848 -1.21605
H -2.25341 0.24817 -0.78783
H -1.56018 -0.90817 -1.77421
H 1.16554 2.43729 0.48407
H 0.58359 1.81609 -1.07602
H -0.57206 2.10032 0.26387
H -2.00359 -1.25032 1.35814
H -0.31979 -1.76689 1.61829
H -1.29320 -2.53666 0.33974
*
```

***

Stability, highest: 1